This record from OMol25 describes a molecular structure, C32H34As2Cl3N3O8Ru. The level of theory is ωB97M-V/def2-TZVPD.

Values from the calculation:
Charge   +1
HOMO-LUMO gap (alpha / beta)   7.60 / 6.24 eV
Energy above the lowest of the compared OMol25 structures with the same formula, charge and spin   17.1 kcal/mol
DFT total energy   -216406.9688 eV
Spin multiplicity   6

Structure (XYZ):
```
83
C32H34As2Cl3N3O8Ru ωB97M-V/def2-TZVPD
Ru -0.038 1.011 -0.011
C -1.458 -0.398 3.863
As -0.274 0.701 2.768
C -0.241 2.288 3.900
C 1.467 -0.105 3.145
C 1.651 -0.950 4.235
C 2.875 -1.561 4.469
C 3.938 -1.330 3.611
C 3.773 -0.484 2.523
C 2.547 0.128 2.282
As 2.335 1.303 0.754
C 3.946 1.025 -0.286
C 2.689 3.072 1.451
H -1.224 -0.293 4.922
H -1.393 -1.448 3.583
H -2.475 -0.048 3.693
H 0.155 2.045 4.885
H -1.263 2.655 3.993
H 0.358 3.068 3.438
H 0.834 -1.143 4.919
H 2.996 -2.216 5.321
H 4.895 -1.803 3.785
H 4.612 -0.311 1.862
H 4.109 -0.032 -0.469
H 4.792 1.453 0.248
H 3.830 1.542 -1.238
H 3.554 3.027 2.110
H 1.820 3.453 1.977
H 2.889 3.735 0.610
C 1.615 2.058 -3.715
C 0.190 1.695 -3.499
N -0.354 1.346 -2.351
C -1.685 1.113 -2.594
C -1.944 1.302 -3.921
N -0.744 1.669 -4.470
C -3.126 1.188 -4.819
O -4.273 0.870 -4.259
O -2.980 1.383 -6.000
C -2.603 0.793 -1.476
O -3.809 0.641 -1.691
O -2.074 0.656 -0.315
H 2.021 2.467 -2.791
H 1.714 2.809 -4.497
H 2.204 1.186 -4.006
H -0.641 1.883 -5.453
H -4.179 0.788 -3.266
Cl 1.175 5.319 -1.113
C -0.387 5.264 -0.244
Cl -1.483 6.431 -0.940
Cl -0.127 5.633 1.472
C -0.928 3.812 -0.405
O -1.894 3.584 -1.077
O -0.182 2.961 0.248
C -4.444 -0.840 1.471
O -3.290 -1.681 1.259
C -3.129 -2.229 0.067
C -4.038 -2.170 -0.983
C -3.739 -2.803 -2.168
C -2.532 -3.525 -2.339
C -1.623 -3.607 -1.331
C -1.889 -2.953 -0.097
N -1.036 -2.961 0.924
C 0.269 -3.524 0.870
C 1.263 -3.011 0.022
C 2.373 -3.820 -0.319
C 3.276 -3.428 -1.280
C 3.096 -2.210 -1.938
C 2.054 -1.363 -1.582
C 1.168 -1.716 -0.575
O 0.212 -0.899 -0.134
H -4.328 -0.438 2.471
H -5.351 -1.442 1.421
H -4.451 -0.044 0.729
H -4.950 -1.602 -0.885
H -4.441 -2.743 -2.989
H -2.336 -4.014 -3.283
H -0.700 -4.155 -1.447
H -1.315 -2.415 1.731
H 0.397 -4.468 1.384
H 2.476 -4.783 0.165
H 4.103 -4.072 -1.543
H 3.782 -1.914 -2.722
H 1.921 -0.403 -2.065
```

Results of the Mulliken charge analysis, in e, for atoms 1 through 5:
1. Ru 0.616
2. C -1.394
3. As 1.448
4. C -1.118
5. C -0.100